{"formula": "C15H43Cl4NO7", "method": "the ωB97M-V functional and the def2-TZVPD basis", "elements": ["C", "O", "C", "C", "N", "C", "C", "O", "C", "H", "H", "H", "H", "H", "H", "H", "H", "H", "H", "H", "H", "H", "H", "H", "Cl", "C", "C", "Cl", "H", "H", "H", "H", "Cl", "C", "C", "Cl", "H", "H", "H", "H", "C", "O", "H", "H", "H", "H", "C", "O", "H", "H", "H", "H", "C", "O", "H", "H", "H", "H", "C", "O", "H", "H", "H", "H", "C", "O", "H", "H", "H", "H"], "coordinates": [[2.01952, -3.55874, -4.19984], [1.28914, -3.53275, -3.01254], [-0.08473, -3.82136, -3.16633], [-0.81624, -3.86291, -1.82774], [-0.48652, -5.02615, -1.00643], [-1.12181, -5.03811, 0.33918], [-0.79986, -6.42309, 1.01130], [-1.29142, -6.47649, 2.40544], [-2.66583, -6.64961, 2.50461], [1.61069, -2.90986, -4.97438], [2.05937, -4.55630, -4.63733], [3.02084, -3.20773, -3.95036], [-0.00836, -4.84165, -3.54220], [-0.58132, -3.19746, -3.90946], [-1.88537, -3.95364, -2.01962], [-0.67535, -2.95374, -1.24322], [0.47143, -5.31325, -0.86502], [-2.20144, -4.90653, 0.26720], [-0.70438, -4.21837, 0.92388], [0.28036, -6.48670, 1.14233], [-1.17515, -7.33786, 0.55256], [-2.83555, -6.94106, 3.54112], [-3.22353, -7.32695, 1.85786], [-3.12047, -5.67036, 2.35474], [-0.93564, 0.06908, 1.10926], [0.32876, 1.09875, 0.47347], [1.53500, 1.23964, 1.43536], [2.15315, -0.36981, 1.92837], [-0.07429, 2.06369, 0.16600], [0.76443, 0.68364, -0.43535], [1.31883, 1.76860, 2.36357], [2.34719, 1.72889, 0.89771], [-5.01204, -1.94882, -1.65297], [-4.34864, -0.38785, -2.26011], [-5.12618, 0.13546, -3.54879], [-6.83015, 0.45414, -3.06826], [-3.27874, -0.55375, -2.38617], [-4.37887, 0.38795, -1.49504], [-5.12210, -0.56676, -4.38245], [-4.70340, 1.10495, -3.81233], [1.78761, 3.13860, 7.88588], [1.92709, 2.72626, 6.57622], [2.24290, 4.07068, 8.22059], [0.72242, 3.19843, 8.10922], [2.14551, 2.33911, 8.53459], [1.65555, 3.51441, 6.10012], [-1.01765, 3.25540, -3.63320], [-0.75153, 2.05506, -4.27781], [-0.05033, 3.42031, -3.15865], [-1.18727, 4.06471, -4.34337], [-1.79603, 3.24511, -2.87023], [0.02126, 2.20136, -4.82824], [0.62554, 6.75760, 5.08616], [0.76774, 5.44858, 4.49610], [-0.16399, 6.74039, 5.83745], [1.53892, 7.01635, 5.62176], [0.41888, 7.63161, 4.46851], [0.44683, 5.50227, 3.59292], [4.33453, 0.19042, -2.47552], [3.96941, -1.03066, -1.84012], [5.08874, 0.00777, -3.24097], [3.44286, 0.54018, -2.99582], [4.57848, 1.01988, -1.81176], [3.44971, -1.62512, -2.38613], [2.03331, 6.00730, -0.05280], [0.73754, 5.68892, 0.31342], [2.27130, 5.51880, -0.99769], [2.18271, 7.08532, -0.11315], [2.67787, 5.59379, 0.72287], [0.18870, 5.97976, -0.41855]], "forces_ev_per_a": [[0.1, 0.1, -0.1], [0.1, 1.3, 0.8], [0.5, -1.4, 0.4], [0.5, -0.4, 0.4], [-1.0, -1.0, 0.7], [0.6, -1.3, -0.9], [-0.4, 1.2, 1.9], [1.3, -0.5, -1.9], [-0.8, 1.2, 1.0], [-0.2, 0.3, 0.0], [0.1, -0.3, 0.0], [0.1, -0.2, -0.2], [-1.0, -0.4, -0.3], [0.0, 0.3, 0.1], [-0.1, 0.2, -0.2], [0.2, 0.5, -0.2], [0.3, 0.7, -0.6], [0.0, 0.1, -0.2], [-0.1, 0.0, 0.5], [0.0, -0.2, -0.2], [-0.1, 0.4, -0.7], [-0.2, -0.1, 0.0], [0.7, -0.5, -0.4], [-0.5, 0.1, 0.1], [-0.4, -0.1, 0.0], [1.6, 0.3, -0.1], [-0.5, -0.2, -0.1], [0.0, 0.2, -0.1], [-0.1, 0.1, 0.5], [-0.4, -0.5, 0.0], [-0.1, 0.0, -0.2], [-0.1, 0.1, 0.1], [0.2, 0.6, -0.1], [-0.4, 0.3, -1.0], [0.7, -0.4, 1.9], [0.2, -0.1, -0.3], [-0.1, -0.1, -0.7], [-0.6, -0.3, 0.2], [0.0, 0.1, 0.2], [0.0, -0.2, -0.2], [-1.0, -1.0, 2.0], [0.6, 0.7, -1.0], [0.4, 0.2, -0.5], [-0.3, 0.3, 0.3], [0.3, 0.0, 0.0], [0.0, -0.2, -0.9], [1.6, 1.1, 0.4], [-1.0, -1.6, -0.8], [-0.2, 1.1, 0.8], [-0.3, 0.2, 0.0], [-0.1, -0.6, -0.3], [-0.1, -0.1, 0.0], [0.2, -0.2, 1.0], [-0.1, 1.1, 0.0], [-0.1, -0.2, 0.0], [0.2, -0.2, 0.0], [0.0, -0.5, -0.8], [0.0, -0.1, -0.1], [-1.5, -0.7, -1.2], [0.7, 0.4, 1.2], [0.4, 0.3, 0.2], [-0.1, 0.3, -0.3], [0.4, -0.7, 0.5], [0.0, 0.4, -0.3], [1.1, -0.2, 0.1], [-1.4, -0.1, 0.2], [0.4, 0.2, -0.2], [0.2, 0.1, -0.1], [0.2, 0.1, -0.1], [-0.4, -0.1, 0.2]], "charge": 0, "fmax_ev_per_a": 2.41, "homo_energy_ha": -0.31165, "spin_multiplicity": 1, "energy_ha": -3019.30884}